(1)
# C40H44AsF4N2OPRu

A structure of composition C40H44AsF4N2OPRu (the ωB97M-V functional and the def2-TZVPD basis, OMol25).

Expectation value of S² ... 0.757
Multiplicity ... 2
Energy ... -130794.29055 eV
Lowest unoccupied orbital energy (alpha / beta) ... -3.25 / -3.32 eV
Frontier orbital gap (alpha / beta) ... 7.48 / 7.41 eV
Total charge ... +1

Geometry as XYZ:
```
94
Properties=species:S:1:pos:R:3:forces:R:3
Ru -1.634 -0.859 0.759 0.6 -0.3 -0.3
As 1.981 -1.210 -3.658 -0.1 0.0 0.1
P -0.465 0.898 -0.213 -0.2 -0.2 0.4
F -3.530 -1.705 4.172 0.0 0.1 -0.1
F -1.893 3.463 4.317 0.0 -0.1 0.0
F -3.095 -0.531 6.500 0.0 0.0 0.0
F -2.434 2.339 1.963 0.1 -0.1 0.1
O -0.645 -1.787 2.063 -0.3 0.1 0.0
N -3.138 -1.516 -0.685 -0.3 0.2 0.0
N -3.190 -0.260 1.689 0.0 -0.2 0.2
C 2.307 3.312 1.530 0.0 0.0 0.0
C -2.053 4.550 -1.176 0.0 0.0 0.0
C 3.239 -3.048 -1.871 0.1 0.0 -0.1
C 0.586 1.689 1.041 0.1 0.2 -0.2
C -2.561 1.600 3.077 -0.1 0.2 -0.1
C -2.982 0.277 2.970 -0.1 0.0 -0.1
C -2.827 -2.952 -0.853 0.0 0.0 0.1
C -4.181 -1.336 1.526 -0.2 0.2 0.0
C -3.165 -0.412 4.171 0.2 -0.1 0.1
C -0.426 -3.883 3.122 0.1 -0.2 0.0
C -4.437 -1.368 0.040 0.0 0.1 -0.1
C 0.281 -2.868 2.239 0.0 0.4 -0.1
C 1.446 2.711 0.628 0.0 0.0 0.0
C -2.302 2.188 4.300 0.0 0.2 -0.1
C 4.028 -0.807 -1.529 0.0 0.0 0.1
C -1.426 3.517 -0.498 -0.1 0.0 0.1
C -2.478 1.497 5.480 0.0 -0.1 -0.1
C 4.476 1.932 -4.902 0.0 0.0 0.0
C 4.062 -3.498 -0.847 0.0 0.0 0.0
C 1.522 -2.298 2.913 0.1 -0.1 0.0
C 4.847 -1.256 -0.502 0.0 0.0 0.0
C 2.324 2.893 2.856 0.0 0.0 0.0
C 0.620 1.268 2.364 -0.1 -0.1 0.1
C -1.293 2.260 -1.090 0.1 0.0 -0.1
C 1.817 1.686 -4.165 0.0 0.0 0.0
C -2.410 3.112 -3.061 0.0 0.0 0.0
C 0.622 -3.451 0.878 0.1 -0.2 0.0
C 2.647 0.570 -4.103 0.0 0.0 0.0
C 1.484 1.872 3.268 0.0 0.0 0.0
C -1.788 2.076 -2.383 0.1 0.0 0.0
C 3.645 3.043 -4.943 0.0 0.0 0.0
C -2.549 4.352 -2.456 0.0 0.0 0.0
C 3.979 0.704 -4.492 0.0 0.0 0.0
C 4.864 -2.601 -0.158 0.0 0.0 0.0
C -2.920 0.192 5.392 0.0 0.0 0.0
C 3.211 -1.699 -2.219 0.0 0.0 0.0
C 2.313 2.916 -4.580 0.0 0.0 0.0
C 0.836 0.224 -1.322 0.0 0.0 0.0
C 0.453 -0.647 -2.505 0.0 0.0 0.0
C -3.303 -0.914 -2.021 0.1 -0.1 0.0
H -0.242 -0.152 -3.182 0.0 -0.1 0.0
H 2.994 3.363 3.563 0.0 0.0 0.0
H 0.194 -4.774 3.245 0.0 0.0 0.0
H 1.504 -0.333 -0.657 0.0 0.0 0.0
H -2.149 5.516 -0.697 0.0 0.0 0.0
H 4.032 4.000 -5.266 0.0 0.0 0.0
H 1.406 1.100 -1.645 0.0 0.0 0.0
H -1.877 -3.059 -1.376 0.0 0.0 0.0
H -1.043 3.697 0.495 0.0 0.0 0.0
H 4.087 -4.551 -0.600 0.0 0.0 0.0
H -3.534 0.141 -1.910 0.0 0.0 0.0
H 4.642 -0.154 -4.475 0.0 0.0 0.0
H -1.372 -4.187 2.670 0.0 0.0 0.0
H 1.984 -1.538 2.281 0.0 0.0 0.0
H 2.639 -3.764 -2.423 0.0 0.0 0.0
H -2.284 1.960 6.437 0.0 0.0 0.0
H -5.106 -1.075 2.045 0.0 0.0 0.1
H 5.514 2.019 -5.196 0.0 0.0 0.0
H 5.480 -0.554 0.025 0.0 0.0 0.0
H -3.615 -3.439 -1.434 0.0 0.0 0.0
H -0.022 -1.575 -2.175 0.0 0.0 0.0
H 1.435 3.056 -0.400 0.0 0.0 0.0
H -2.755 -3.436 0.122 0.0 0.0 0.0
H 1.653 3.773 -4.624 0.0 0.0 0.0
H -5.129 -2.156 -0.267 0.0 0.0 0.0
H 2.963 4.106 1.201 0.0 0.0 0.0
H 0.949 -2.664 0.194 0.1 0.1 0.0
H -0.231 -3.976 0.440 0.0 0.1 0.0
H -4.122 -1.409 -2.551 0.0 0.0 0.0
H 4.030 0.244 -1.790 0.0 0.0 0.0
H -2.779 2.950 -4.065 0.0 0.0 0.0
H 1.498 1.537 4.297 0.0 0.0 0.0
H -3.033 5.164 -2.983 0.0 0.0 0.0
H -1.680 1.125 -2.881 0.0 0.0 0.0
H 5.514 -2.950 0.635 0.0 0.0 0.0
H -0.013 0.457 2.703 0.0 0.0 0.0
H -4.852 -0.403 -0.246 0.0 0.0 0.0
H -3.855 -2.303 1.919 0.0 0.0 0.0
H 0.768 1.616 -3.902 0.0 0.0 0.0
H 1.441 -4.166 0.969 0.0 0.0 -0.1
H 1.261 -1.849 3.872 0.0 0.0 0.0
H 2.257 -3.086 3.093 0.0 0.0 0.0
H -0.633 -3.465 4.107 0.0 0.0 0.0
H -2.386 -1.040 -2.594 0.0 0.0 0.0
```
Positions in Å, forces in eV/Å.

---

(2)
# C40H44BF8N7NiO4S2

A structure of composition C40H44BF8N7NiO4S2 in a non-equilibrium geometry (the ωB97M-V functional and the def2-TZVPD basis, OMol25).

Expectation value of S² ... 2.026
Multiplicity ... 3
Energy ... -145949.31590 eV
Lowest unoccupied orbital energy (alpha / beta) ... 4.09 / 4.09 eV
Frontier orbital gap (alpha / beta) ... 5.60 / 5.60 eV
Total charge ... -2

Geometry as XYZ:
```
107
Properties=species:S:1:pos:R:3:forces:R:3
Ni -0.432 0.907 -0.388 0.6 1.4 0.2
S -5.313 -0.827 -4.655 0.9 0.8 -1.0
S -4.181 -1.784 -2.265 -1.4 0.4 -1.2
F -1.258 2.962 -2.864 0.0 0.3 0.3
F -4.372 -4.414 -2.703 -1.3 -0.8 0.3
F -2.679 -3.823 -1.537 0.5 -0.3 1.1
F -7.365 0.841 -4.921 0.4 -0.1 -0.1
F -7.704 -0.623 -3.417 0.0 -0.5 0.3
F -6.406 1.063 -2.983 0.0 -0.8 -0.7
F -2.695 -3.585 -3.645 0.7 0.4 -0.8
F -1.063 3.866 -0.807 -0.1 1.4 0.2
O -3.374 -1.144 -1.288 0.9 -0.1 0.4
O -5.960 -2.020 -5.091 -0.3 -0.7 0.2
O -5.553 -2.060 -1.969 -0.5 -0.5 0.6
O -4.830 0.053 -5.708 -0.4 -0.2 0.8
N -0.810 0.088 -4.501 -0.5 0.5 2.1
N 1.621 0.860 -0.071 0.8 -0.4 -0.6
N -4.106 -0.962 -3.637 0.1 -0.1 0.1
N -0.352 0.319 -6.805 -1.5 1.0 0.5
N -0.476 0.617 1.569 -2.0 0.0 1.1
N 1.697 -1.070 -6.845 -0.5 0.6 0.0
N -2.248 1.263 -5.815 -0.2 0.0 0.2
C -1.495 -1.034 3.073 -0.3 0.0 0.6
C 5.119 -0.401 -2.109 -0.2 0.0 -0.6
C 2.688 -2.989 0.372 0.1 1.8 0.6
C 2.739 0.388 3.385 -1.3 -0.3 0.7
C -1.214 -2.867 1.445 -0.1 0.4 -0.5
C 3.682 1.462 -1.444 1.1 -0.8 0.7
C 2.944 0.134 5.769 0.3 0.1 -1.0
C 1.382 -2.649 -1.852 1.8 0.5 0.2
C 0.746 0.475 4.737 -1.0 0.4 -1.0
C -1.100 0.566 -5.712 1.3 -1.1 -1.2
C -2.441 -1.383 4.049 0.3 -0.2 -0.7
C -3.494 0.752 3.965 0.0 0.6 -0.5
C -0.060 -3.139 3.651 -0.4 0.8 0.7
C 2.453 3.493 -2.269 0.4 -1.2 -0.6
C 1.850 0.626 1.242 -0.1 0.8 0.1
C 3.080 0.403 2.025 0.7 0.0 -0.1
C 2.993 -0.865 -1.065 0.0 -1.2 0.1
C 4.390 0.129 1.734 -0.8 0.4 -1.3
C 0.744 -0.396 -6.794 0.5 -0.7 0.6
C -3.440 -3.519 -2.558 0.2 1.5 -0.5
C 3.588 2.993 -1.332 -0.5 0.2 0.0
C -6.769 0.149 -3.935 0.2 1.0 0.7
C 5.257 -0.169 2.790 1.6 -0.5 0.0
C -2.626 1.161 2.949 1.0 0.3 -0.6
C 4.924 -0.207 4.107 -0.3 0.0 1.3
C -0.510 -2.138 2.587 -0.1 1.1 -0.6
C 3.567 0.091 4.470 -0.2 0.3 -0.4
C -1.540 0.298 2.567 0.5 -0.4 -1.1
C 2.772 0.508 -0.843 -0.1 0.7 -1.2
C -2.857 2.540 2.276 0.9 -1.1 0.9
C -1.559 3.382 2.220 -0.5 -0.5 -0.3
C 2.005 -1.984 -0.595 0.2 0.3 -0.3
C 4.150 -1.303 -1.713 0.1 0.3 0.3
C 4.887 0.952 -2.027 -1.8 1.0 0.2
C 1.594 0.323 5.861 -0.4 0.3 0.5
C -3.387 -0.497 4.517 -0.3 -0.2 0.9
C 3.379 3.478 0.131 0.3 -0.7 0.0
C 1.313 0.535 3.482 -0.4 -0.1 0.5
C -3.502 2.328 0.917 0.4 -0.4 -0.2
C 0.776 0.658 2.102 0.4 -0.5 0.8
B -0.993 2.783 -1.544 0.2 -2.9 -0.1
H -0.581 -3.551 0.875 0.2 -0.1 0.3
H 0.171 -2.651 4.616 0.3 -0.1 -0.5
H -1.641 -2.170 0.705 0.1 -0.1 0.3
H 1.217 -1.500 -0.036 -0.3 0.2 0.1
H 2.357 3.235 0.431 0.1 0.1 0.1
H -2.935 1.599 0.311 -0.2 0.4 0.2
H 3.054 -2.425 1.284 -0.6 -0.7 -0.8
H 1.107 0.428 6.831 0.3 -0.2 0.0
H -0.840 -3.849 3.900 -0.4 -0.2 -0.1
H 4.065 2.888 0.803 -0.6 0.9 -0.5
H 0.738 -1.984 -2.393 -0.5 0.4 -0.1
H -1.242 0.498 -3.649 0.1 -0.3 -1.1
H 0.049 -0.370 -4.277 0.5 -0.1 -0.5
H -4.516 1.956 1.006 -0.2 -0.2 0.1
H 2.082 -3.835 0.646 -0.6 -0.1 0.2
H -3.583 3.048 2.914 0.0 0.2 0.1
H 6.290 -0.461 2.607 -0.1 0.2 -0.5
H 5.544 1.657 -2.548 0.0 -0.2 0.5
H 3.529 4.572 0.234 0.1 -0.6 -0.1
H 3.581 0.126 6.627 0.2 -0.3 0.6
H 4.334 -2.355 -1.900 -0.2 0.0 0.1
H -3.530 3.266 0.391 0.0 0.4 -0.4
H 2.211 -2.891 -2.526 -0.2 -0.1 -0.1
H 5.698 -0.519 4.849 -0.8 0.4 -0.6
H -0.883 2.980 1.473 0.0 0.0 0.0
H -4.037 -0.740 5.368 0.2 -0.2 -0.5
H 3.561 -3.398 -0.061 1.1 -0.5 -0.7
H -4.304 1.404 4.312 0.4 0.0 -0.2
H 1.527 3.058 -1.875 0.0 0.3 -0.1
H 2.387 4.589 -2.312 0.0 -0.3 -0.1
H 0.773 -3.722 3.294 0.5 -0.1 -0.1
H 4.552 3.431 -1.664 -0.4 -0.4 0.0
H 5.995 -0.717 -2.639 0.4 -0.4 -0.1
H 4.625 0.135 0.665 0.8 -0.2 0.6
H -2.621 1.297 -6.746 0.0 0.1 -0.2
H -2.024 -3.414 1.902 -0.5 -0.4 -0.1
H -1.842 4.375 1.890 0.2 0.4 0.2
H 0.883 -3.563 -1.651 -0.7 -0.8 0.4
H 2.570 3.020 -3.305 0.0 0.9 1.2
H -1.010 3.378 3.166 -0.3 0.2 0.0
H -0.367 0.593 4.813 1.3 -0.2 0.4
H -2.517 -2.408 4.360 0.3 -0.3 0.4
H 0.362 -1.619 2.155 -0.2 -0.3 0.4
H -2.965 1.014 -5.129 0.3 0.2 -0.3
```
Positions in Å, forces in eV/Å.